Record 1
The following is a quantum chemistry calculation of a cluster of 2 separate species, C5H8N2O in total, from the OMol25 dataset.

Structure (ORCA input):
```
! wB97M-V def2-TZVPD RIJCOSX def2/J DEFGRID3
* xyz 0 1
C -1.030 -1.862 -0.444
C -0.067 1.135 -0.667
C -2.242 -2.298 -1.034
C 0.353 1.982 1.338
C 2.221 0.732 0.377
N -1.998 -1.034 -0.409
N 0.928 1.392 0.240
O -0.715 1.743 -1.517
H -2.480 -2.421 -2.094
H -2.766 -3.065 -0.492
H -0.084 -1.913 -0.260
H -0.634 2.224 1.582
H 0.820 1.724 2.193
H 3.108 1.412 0.448
H 2.274 0.068 1.334
H 2.313 0.182 -0.594
*
```

The energy above the lowest of the compared OMol25 structures with the same formula, charge and spin comes out at 760.9 kJ/mol. The electronic energy is -379.79837 Eh. The value obtained for the HOMO energy (spin up / spin down) is -7.406 / -7.458 eV. For the orbital gap (spin up / spin down), the calculation gives 7.737 / 7.906 eV.

Record 2
The following is a quantum chemistry calculation of a structure of composition C5H8ClN2O, from the OMol25 dataset.

Structure (ORCA input):
```
! wB97M-V def2-TZVPD RIJCOSX def2/J DEFGRID3
* xyz 1 1
C -1.079 -0.627 0.042
C -1.116 -0.518 2.284
C 0.082 0.049 -0.710
C -2.127 0.524 0.520
C 2.398 -0.116 -0.866
N -0.580 -1.136 1.337
N -2.009 0.475 1.852
O 1.217 -0.108 -0.098
Cl -0.516 1.920 -0.237
H -1.474 -1.362 -0.571
H -0.849 -0.603 3.458
H 0.130 0.090 -1.838
H -3.006 1.007 0.044
H 2.215 -0.094 -1.927
H 2.890 -0.956 -0.629
H 3.022 0.721 -0.665
H -2.555 1.030 2.489
*
```

The energy above the lowest of the compared OMol25 structures with the same formula, charge and spin comes out at 265.6 kJ/mol. The electronic energy is -839.91886 Eh. The value obtained for the HOMO energy is -14.417 eV. For the orbital gap, the calculation gives 9.541 eV.

Record 3
The following is a quantum chemistry calculation of a cluster of 4 separate species, C4H16NO3 in total, from the OMol25 dataset.

Structure (ORCA input):
```
! wB97M-V def2-TZVPD RIJCOSX def2/J DEFGRID3
* xyz 1 1
C -0.282 -0.044 3.305
C 0.061 1.196 2.449
C 0.389 0.828 1.037
C 1.088 -0.193 0.541
N 1.108 -0.407 -0.928
H 0.473 -0.921 3.187
H -1.201 -0.620 2.937
H -0.330 0.245 4.317
H 0.858 1.913 2.909
H -0.942 1.939 2.476
H 0.185 1.619 0.138
H 1.481 -1.156 1.069
H 0.074 -0.521 -1.252
H 1.537 0.373 -1.525
H 1.658 -1.161 -1.163
H 4.178 0.468 -2.617
H 3.637 -0.895 -3.069
O 3.362 -0.069 -2.722
H -2.155 -0.746 -1.557
H -1.638 -1.608 -2.756
O -1.369 -1.042 -2.056
H -4.299 0.125 -2.374
H -4.112 0.564 -0.814
O -3.764 0.111 -1.535
*
```

The energy above the lowest of the compared OMol25 structures with the same formula, charge and spin comes out at 205.4 kJ/mol. The electronic energy is -442.18637 Eh. The value obtained for the HOMO energy is -13.661 eV. For the orbital gap, the calculation gives 10.988 eV.

Record 4
The following is a quantum chemistry calculation of a cluster of 2 separate species, C7H13I3OSi in total, from the OMol25 dataset.

Structure (ORCA input):
```
! wB97M-V def2-TZVPD RIJCOSX def2/J DEFGRID3
* xyz 0 1
C -0.652 -1.790 1.713
C 0.463 -1.679 1.072
C 1.132 -2.961 0.598
C -1.419 0.574 -3.074
C 1.204 -0.423 0.715
C -0.281 1.222 -2.243
C 0.024 0.695 -0.907
O 1.177 0.275 -0.560
Si -0.002 2.592 2.127
I -1.213 4.354 0.620
I 1.864 3.780 3.374
I -1.728 1.723 3.788
H -1.076 -0.952 2.068
H -1.043 -2.713 2.005
H 1.988 -2.618 -0.037
H 0.486 -3.536 0.012
H 1.631 -3.592 1.399
H -1.706 1.257 -3.941
H -2.252 0.324 -2.432
H -1.142 -0.506 -3.473
H 0.961 0.546 1.385
H 2.264 -0.706 0.797
H 0.610 1.273 -2.778
H -0.470 2.264 -2.060
H -0.822 0.597 -0.167
*
```

The energy above the lowest of the compared OMol25 structures with the same formula, charge and spin comes out at 24.6 kJ/mol. The electronic energy is -1532.27464 Eh. The value obtained for the HOMO energy is -7.030 eV. For the orbital gap, the calculation gives 5.292 eV.

Record 5
The following is a quantum chemistry calculation of a cluster of 8 separate species, C20H59N7O11 in total, from the OMol25 dataset.

Structure (ORCA input):
```
! wB97M-V def2-TZVPD RIJCOSX def2/J DEFGRID3
* xyz 0 1
C -0.179 1.002 -1.327
O -1.067 0.469 -2.011
N -0.376 1.365 -0.031
N 1.087 1.299 -1.722
H -1.149 0.870 0.400
H 0.446 1.598 0.494
H 1.388 1.096 -2.665
H 1.677 1.827 -1.097
C 0.904 0.530 -5.350
O 1.745 0.144 -4.538
N 0.980 0.359 -6.701
N -0.265 1.065 -4.934
H 1.709 -0.120 -7.193
H 0.297 0.865 -7.231
H -0.820 1.506 -5.642
H -0.577 0.974 -3.976
C -9.229 -0.349 4.295
O -8.050 0.377 4.052
C -7.844 0.780 2.710
C -6.383 1.209 2.643
N -5.559 0.000 2.472
C -4.147 0.299 2.430
C -3.323 -0.888 1.951
O -1.958 -0.456 2.071
C -1.010 -1.488 1.813
H -10.068 0.337 4.116
H -9.247 -0.745 5.306
H -9.476 -1.168 3.609
H -8.572 1.572 2.495
H -8.077 -0.063 2.052
H -6.019 1.794 3.491
H -6.204 1.764 1.719
H -5.776 -0.684 3.186
H -3.668 0.639 3.358
H -3.937 1.138 1.760
H -3.586 -1.328 0.988
H -3.420 -1.703 2.680
H -0.013 -1.055 1.802
H -1.279 -2.059 0.921
H -0.971 -2.255 2.595
C 3.673 -3.625 1.497
O 2.679 -3.339 0.531
C 3.052 -2.385 -0.449
C 1.804 -2.232 -1.300
N 1.583 -3.419 -2.130
C 0.616 -3.076 -3.167
C 0.372 -4.323 -3.995
O -0.493 -5.157 -3.235
C -0.953 -6.325 -3.915
H 4.418 -4.378 1.229
H 3.151 -3.964 2.392
H 4.179 -2.678 1.715
H 3.898 -2.725 -1.053
H 3.378 -1.427 -0.024
H 1.879 -1.420 -2.024
H 0.921 -2.020 -0.684
H 1.068 -4.142 -1.634
H 1.039 -2.334 -3.847
H -0.366 -2.805 -2.758
H 1.325 -4.786 -4.269
H -0.058 -4.047 -4.968
H -0.163 -6.971 -4.307
H -1.650 -6.025 -4.697
H -1.420 -6.948 -3.153
C 5.564 4.431 1.848
O 5.035 3.550 0.850
C 3.833 4.004 0.218
C 2.687 3.708 1.171
N 2.368 2.252 1.195
C 1.606 2.021 2.414
C 2.390 2.112 3.742
O 3.726 1.647 3.625
C 4.391 1.612 4.880
H 6.432 4.873 1.346
H 5.934 3.759 2.620
H 4.939 5.266 2.160
H 3.719 3.560 -0.769
H 3.912 5.091 0.109
H 1.806 4.263 0.837
H 3.008 4.053 2.157
H 3.319 1.905 1.327
H 1.190 1.019 2.286
H 0.785 2.737 2.497
H 1.855 1.413 4.397
H 2.293 3.050 4.298
H 5.058 0.752 4.845
H 3.667 1.476 5.686
H 4.974 2.514 5.079
O 0.258 4.358 -2.077
H 0.345 3.405 -1.942
H -0.137 4.443 -2.950
O 4.317 -0.449 -3.334
H 4.986 0.122 -3.722
H 3.474 -0.091 -3.651
O -3.571 -0.812 -2.744
H -2.787 -0.288 -2.520
H -3.294 -1.724 -2.622
*
```

As for the SMILES: COCCNCCOC.COCCNCCOC.COCCNCCOC.NC(N)=O.NC(N)=O.O.O.O. The energy above the lowest of the compared OMol25 structures with the same formula, charge and spin comes out at 0.0 kJ/mol. The electronic energy is -2008.27775 Eh. The value obtained for the HOMO energy is -8.364 eV. For the orbital gap, the calculation gives 8.842 eV.

Record 6
The following is a quantum chemistry calculation of a structure of composition C10H17F12N2NiO15S6, from the OMol25 dataset.

Structure (ORCA input):
```
! wB97M-V def2-TZVPD RIJCOSX def2/J DEFGRID3
* xyz -1 3
Ni 0.286 0.205 -0.117
C -1.172 3.290 -2.274
F -2.220 2.592 -1.771
F -1.620 3.846 -3.388
F -0.871 4.128 -1.301
S 0.335 2.193 -2.621
O 0.606 2.301 -4.030
O 1.441 2.698 -1.871
N -0.128 0.592 -2.010
S -0.605 -0.040 -3.414
O -1.656 0.763 -3.989
O 0.447 -0.405 -4.320
C -1.500 -1.684 -2.968
F -0.659 -2.681 -3.272
F -1.779 -1.676 -1.668
F -2.615 -1.837 -3.655
C -0.939 -3.810 0.700
F -1.178 -4.103 -0.570
F -1.880 -3.290 1.432
F -0.591 -4.946 1.293
S 0.725 -2.800 0.619
O 1.681 -3.510 1.447
O 1.056 -2.682 -0.757
N 0.379 -1.244 1.311
S 0.186 -1.328 2.896
O -0.774 -0.350 3.367
O -0.108 -2.648 3.401
C 1.839 -0.760 3.628
F 1.756 -0.673 4.955
F 2.753 -1.708 3.410
F 2.188 0.401 3.108
O 0.482 1.901 0.958
H 1.121 1.757 1.655
O -1.912 0.013 0.263
S -3.134 0.717 0.598
O -3.165 2.107 0.965
O -4.173 0.401 -0.603
C -5.329 1.284 -0.661
C -5.923 0.971 -2.020
C -3.949 -0.219 1.980
H -4.997 2.319 -0.683
H -6.006 1.006 0.146
H -6.067 -0.103 -2.136
H -5.288 1.404 -2.791
H -6.907 1.417 -2.189
H -4.855 0.381 2.078
H -3.369 -0.340 2.888
H -4.320 -1.155 1.564
O 2.258 0.196 -0.404
S 3.548 0.826 -0.164
O 3.764 2.249 0.016
O 4.238 0.006 1.059
C 5.191 0.696 1.888
C 5.925 -0.363 2.676
C 4.539 0.299 -1.542
H 4.696 1.469 2.473
H 5.932 1.153 1.222
H 6.059 -1.232 2.036
H 5.309 -0.553 3.554
H 6.916 0.010 2.930
H 4.083 -0.638 -1.859
H 5.532 0.172 -1.120
H 4.415 1.018 -2.346
*
```

The energy above the lowest of the compared OMol25 structures with the same formula, charge and spin comes out at 232.7 kJ/mol. The electronic energy is -6725.14334 Eh. The value obtained for the HOMO energy (spin up / spin down) is -5.724 / -5.530 eV. For the orbital gap (spin up / spin down), the calculation gives 7.930 / 7.734 eV.

Record 7
The following is a quantum chemistry calculation of a structure of composition C20H52ClGaIN6O4P2, from the OMol25 dataset.

Structure (ORCA input):
```
! wB97M-V def2-TZVPD RIJCOSX def2/J DEFGRID3
* xyz -1 1
C -5.228 9.762 -3.320
C -3.734 9.541 -3.010
I -2.988 11.089 -1.682
C -3.399 8.130 -2.476
Ga -1.999 7.296 -3.691
Cl -3.128 6.697 -5.584
C -1.073 5.685 -2.906
C -2.103 4.648 -2.423
C -1.500 3.589 -1.491
C -2.474 2.765 -0.652
O -3.566 3.532 -0.100
C -4.719 3.491 -0.767
O -4.897 3.079 -1.883
H -5.828 8.937 -2.941
H -5.377 9.838 -4.399
H -5.598 10.698 -2.905
H -3.188 9.710 -3.935
H -4.326 7.553 -2.442
H -3.021 8.222 -1.457
H -0.922 8.453 -4.004
H -0.453 5.247 -3.694
H -0.463 5.971 -2.044
H -2.920 5.176 -1.922
H -2.562 4.140 -3.275
H -0.886 2.903 -2.079
H -0.825 4.108 -0.803
H -1.931 2.394 0.217
H -2.840 1.886 -1.177
H -5.543 3.884 -0.152
O -0.984 -0.309 -1.257
P -1.149 -1.745 -1.533
N -1.146 -2.529 -0.037
C -0.494 -3.784 0.280
C -2.023 -1.963 0.980
N 0.216 -2.153 -2.452
C 0.892 -3.436 -2.400
C 1.177 -1.075 -2.685
N -2.195 -2.746 -2.411
C -2.502 -2.181 -3.744
C -3.471 -3.093 -1.765
H -0.669 -4.557 -0.471
H -0.871 -4.192 1.219
H 0.583 -3.647 0.404
H -3.086 -2.158 0.789
H -1.894 -0.881 1.040
H -1.782 -2.378 1.959
H 1.542 -3.535 -1.525
H 1.519 -3.549 -3.288
H 0.180 -4.259 -2.417
H 1.801 -0.869 -1.808
H 0.672 -0.156 -2.966
H 1.830 -1.361 -3.513
H -3.066 -1.245 -3.676
H -3.089 -2.900 -4.315
H -1.578 -1.990 -4.286
H -4.077 -2.220 -1.503
H -3.298 -3.684 -0.867
H -4.048 -3.713 -2.452
O 3.929 -3.928 1.614
P 4.216 -3.865 3.070
N 2.937 -4.704 3.800
C 2.149 -4.242 4.924
C 2.735 -6.075 3.358
N 4.111 -2.166 3.287
C 3.502 -1.526 4.438
C 3.883 -1.360 2.087
N 5.362 -3.929 4.341
C 6.684 -3.398 3.934
C 5.596 -5.251 4.951
H 2.759 -3.826 5.730
H 1.599 -5.079 5.356
H 1.414 -3.489 4.629
H 3.507 -6.765 3.729
H 2.740 -6.132 2.268
H 1.771 -6.447 3.702
H 2.407 -1.518 4.381
H 3.831 -0.485 4.494
H 3.812 -1.999 5.368
H 2.842 -1.399 1.742
H 4.521 -1.682 1.271
H 4.130 -0.320 2.311
H 7.157 -4.014 3.163
H 7.342 -3.365 4.801
H 6.573 -2.386 3.551
H 5.936 -6.007 4.236
H 4.694 -5.613 5.442
H 6.361 -5.146 5.721
*
```

The electronic energy is -4788.21901 Eh. The value obtained for the HOMO energy is -4.791 eV. For the orbital gap, the calculation gives 6.354 eV.